1.
C4H6N2 | the ωB97M-V functional and the def2-TZVPD basis

Structure (XYZ):
```
12
Properties=species:S:1:pos:R:3:forces:R:3
C -1.6373 -0.2008 -0.1027 -0.115 0.019 0.038
C -0.2564 0.3904 0.0612 0.087 0.152 0.037
C 0.8606 -0.6073 0.0926 -0.323 -0.191 -0.006
C 2.2369 -0.2584 -0.1953 0.088 0.066 0.509
N 2.0329 -0.3218 1.0346 0.144 0.034 -0.561
N 0.0113 1.6276 0.1915 -0.196 -0.312 0.005
H -2.4104 0.5304 0.1501 0.126 -0.081 -0.050
H -1.8041 -0.5272 -1.1376 0.123 0.050 0.155
H -1.7659 -1.0819 0.5351 0.037 0.125 -0.064
H 0.5560 -1.6528 0.0535 0.020 0.143 -0.043
H 3.0394 -0.0531 -0.8930 -0.151 0.053 0.074
H -0.8515 2.1768 0.2166 0.160 -0.057 -0.091
```
Positions in Å, forces in eV/Å.

Molar mass = 82.1 g/mol
HOMO-LUMO gap = 10.98 eV
E_LUMO = 1.035 eV



2.
C4H6N2 | the ωB97M-V functional and the def2-TZVPD basis

Structure (XYZ):
```
12
Properties=species:S:1:pos:R:3:forces:R:3
N -0.7416 0.4225 -1.8797 0.002 -0.192 0.078
C -0.2662 0.0471 -0.6035 -0.022 0.087 0.298
C -0.0307 -1.1612 0.0419 -0.420 0.392 0.500
C 0.5708 -0.8433 1.2932 -0.043 0.204 0.375
C 0.5889 0.5050 1.4359 0.263 0.149 0.082
N 0.0999 1.0408 0.2577 0.094 0.148 -0.120
H -0.0143 0.8980 -2.4138 -0.215 -0.098 0.222
H -1.0148 -0.3903 -2.4194 -0.032 0.054 0.156
H -0.7492 -1.9332 0.2341 0.060 -1.173 -1.585
H 0.8956 -1.6137 1.9799 -0.192 0.330 0.221
H 0.8191 1.1212 2.2877 0.268 0.120 -0.154
H -0.1320 2.0074 0.1043 0.238 -0.021 -0.072
```
Positions in Å, forces in eV/Å.

Molar mass = 82.1 g/mol
HOMO-LUMO gap = 8.60 eV
E_LUMO = 1.024 eV



3.
C4H6N2 | the ωB97M-V functional and the def2-TZVPD basis

Structure (XYZ):
```
12
Properties=species:S:1:pos:R:3:forces:R:3
N 2.9712 -1.0652 -1.0304 -0.839 0.106 0.776
C 2.1121 -0.7608 -0.3169 0.756 -0.415 -0.549
C 1.0058 -0.2315 0.4770 0.086 -0.145 0.047
C 0.6961 1.1831 0.0792 -0.116 -0.025 0.087
C -1.6113 0.0553 -0.0213 -0.070 0.059 0.152
N -0.1940 -0.0520 -0.3650 0.076 0.288 -0.319
H 0.8650 -0.7089 1.4458 -0.105 0.134 -0.110
H -1.6975 0.5977 0.9182 -0.078 -0.185 -0.011
H 0.0907 1.5826 0.9162 0.095 -0.028 -0.349
H -2.0192 0.6877 -0.8159 -0.174 -0.114 0.249
H -2.1627 -0.8858 0.0220 0.281 -0.078 -0.031
H -0.0564 -0.4021 -1.3089 0.088 0.405 0.057
```
Positions in Å, forces in eV/Å.

Molar mass = 82.1 g/mol
HOMO-LUMO gap = 8.76 eV
E_LUMO = 0.593 eV



4.
C4H6N2 | the ωB97M-V functional and the def2-TZVPD basis

Structure (XYZ):
```
12
Properties=species:S:1:pos:R:3:forces:R:3
C 0.3837 1.6654 -0.5927 0.176 -0.089 0.187
C 0.1367 0.2907 -0.0037 0.416 -0.492 -0.227
C -0.0870 -0.2668 1.2889 0.411 -0.866 -0.202
C -0.5680 -1.5561 0.9495 -0.968 -0.682 -0.663
N -0.5091 -1.8742 -0.3236 -0.733 0.077 -0.078
N -0.1109 -0.7146 -0.8693 -0.145 0.345 -0.301
H 1.4489 1.9007 -0.6552 -0.030 -0.011 0.082
H -0.0278 1.7398 -1.6125 0.138 -0.205 0.346
H -0.1006 2.4563 -0.0105 0.122 -0.330 0.055
H 0.6126 -0.9252 1.9122 0.277 2.665 0.910
H -1.0306 -2.1875 1.6876 0.450 -0.666 0.009
H -0.0673 -0.6847 -1.8731 -0.115 0.254 -0.117
```
Positions in Å, forces in eV/Å.

Molar mass = 82.1 g/mol
HOMO-LUMO gap = 9.59 eV
E_LUMO = 0.921 eV



5.
C4H6N2 | the ωB97M-V functional and the def2-TZVPD basis

Structure (XYZ):
```
12
Properties=species:S:1:pos:R:3:forces:R:3
C 0.9355 -0.7386 -1.2935 -0.033 -0.032 -0.045
C 0.1760 -0.1019 -0.1750 -0.005 0.036 0.218
C -0.9027 0.7556 -0.1599 0.042 -0.103 -0.027
C -1.2037 0.9340 1.2074 -0.038 0.041 0.086
N -0.3728 0.2624 1.9915 -0.156 0.168 -0.280
N 0.4569 -0.3510 1.1308 0.085 -0.111 -0.135
H 1.8756 -0.2180 -1.5099 -0.156 -0.093 0.049
H 1.1600 -1.7841 -1.0546 0.036 0.164 -0.059
H 0.3220 -0.7359 -2.1987 0.146 0.041 0.121
H -1.4021 1.1897 -1.0155 0.054 -0.131 0.145
H -2.0137 1.5114 1.6345 0.190 -0.053 0.022
H 1.2009 -0.9244 1.4985 -0.164 0.073 -0.095
```
Positions in Å, forces in eV/Å.

Molar mass = 82.1 g/mol
HOMO-LUMO gap = 10.04 eV
E_LUMO = 0.972 eV



6.
C4H6N2 | the ωB97M-V functional and the def2-TZVPD basis

Structure (XYZ):
```
12
Properties=species:S:1:pos:R:3:forces:R:3
C -0.8889 0.5390 1.3995 1.449 0.274 0.639
C -0.0263 0.2331 0.2242 -2.464 -0.254 -1.429
C 0.1852 0.9628 -0.9078 0.593 0.557 -1.216
N 0.8974 0.2670 -1.8654 1.255 -1.387 0.533
C 1.1024 -0.9322 -1.3179 -2.871 0.342 0.267
N 0.2972 -1.0295 -0.2027 2.385 -0.667 1.111
H -1.5312 1.3975 1.2118 -0.185 -0.255 -0.016
H -1.4027 -0.3368 1.7717 -0.471 -0.075 -0.146
H -0.1983 0.8257 2.2094 -0.379 0.082 0.048
H -0.2307 1.8925 -1.2748 0.230 0.273 0.815
H 1.4852 -1.9215 -1.5584 0.541 0.776 -1.149
H 0.3107 -1.8976 0.3104 -0.083 0.334 0.543
```
Positions in Å, forces in eV/Å.

Molar mass = 82.1 g/mol
HOMO-LUMO gap = 9.29 eV
E_LUMO = 0.842 eV



What did the fifth record say?
C4H6N2 | the ωB97M-V functional and the def2-TZVPD basis

Structure (XYZ):
```
12
Properties=species:S:1:pos:R:3:forces:R:3
C 0.9355 -0.7386 -1.2935 -0.033 -0.032 -0.045
C 0.1760 -0.1019 -0.1750 -0.005 0.036 0.218
C -0.9027 0.7556 -0.1599 0.042 -0.103 -0.027
C -1.2037 0.9340 1.2074 -0.038 0.041 0.086
N -0.3728 0.2624 1.9915 -0.156 0.168 -0.280
N 0.4569 -0.3510 1.1308 0.085 -0.111 -0.135
H 1.8756 -0.2180 -1.5099 -0.156 -0.093 0.049
H 1.1600 -1.7841 -1.0546 0.036 0.164 -0.059
H 0.3220 -0.7359 -2.1987 0.146 0.041 0.121
H -1.4021 1.1897 -1.0155 0.054 -0.131 0.145
H -2.0137 1.5114 1.6345 0.190 -0.053 0.022
H 1.2009 -0.9244 1.4985 -0.164 0.073 -0.095
```
Positions in Å, forces in eV/Å.

Molar mass = 82.1 g/mol
HOMO-LUMO gap = 10.04 eV
E_LUMO = 0.972 eV